Entry 1:
Formula: C38H81LiN4O5
Source: the Open Molecules 2025 dataset
Level of theory: wB97M-V/def2-TZVPD

Geometry as XYZ:
```
129
Properties=species:S:1:pos:R:3:mulliken_charge:R:1
Li -0.705 1.111 -1.645 1.06
C 1.583 1.446 -2.275 -0.56
C 1.381 2.938 -2.455 2.69
C 1.997 3.565 -3.661 -1.85
C 1.210 3.373 -4.994 -0.55
C -0.153 3.990 -4.805 -1.04
C -0.963 3.189 -3.730 1.65
N -0.158 3.116 -2.487 -0.26
O -0.735 2.981 -1.382 -0.52
C -1.417 1.784 -4.226 -0.96
C -2.218 4.005 -3.415 -1.87
C 1.976 3.625 -1.204 -1.98
H 1.254 0.686 -3.118 -0.82
H 1.114 1.043 -1.360 -1.18
H 2.582 1.269 -2.281 1.49
H 3.048 3.236 -3.663 0.45
H 2.220 4.544 -3.500 0.61
H 1.204 2.290 -5.180 0.17
H 1.845 3.743 -5.825 0.40
H -0.567 3.912 -5.790 0.52
H 0.185 4.967 -4.465 0.29
H -0.514 1.143 -4.385 -0.32
H -1.723 1.552 -5.223 0.66
H -1.882 1.191 -3.470 -0.08
H -2.700 3.778 -2.469 0.18
H -2.956 3.973 -4.227 0.33
H -1.994 5.052 -3.261 0.47
H 2.214 4.680 -1.396 0.53
H 2.992 3.252 -1.080 0.47
H 1.481 3.478 -0.331 -0.22
C 0.596 -1.665 -3.906 -1.27
C -0.810 -1.831 -3.277 -0.41
O -1.100 -0.785 -2.318 -0.14
H 1.393 -1.560 -3.249 0.28
H 0.674 -0.757 -4.468 0.33
H 0.741 -2.533 -4.657 0.32
H -0.759 -2.814 -2.728 0.37
H -1.530 -1.794 -4.125 0.50
H -1.954 -0.977 -1.869 -0.36
C 1.529 -1.091 4.507 -1.55
C 0.550 0.103 4.734 1.50
C 1.033 1.129 5.783 -0.99
C 2.106 1.984 5.072 -0.82
C 1.594 2.646 3.823 -1.30
C 0.894 1.792 2.793 2.41
N 0.144 0.704 3.390 -0.94
O -0.256 -0.225 2.639 0.50
C 1.906 1.284 1.797 -1.79
C -0.155 2.497 1.955 -1.77
C -0.770 -0.547 5.253 -2.14
H 1.966 -1.385 5.450 0.32
H 2.377 -0.715 3.985 0.48
H 1.063 -1.907 3.972 0.12
H 1.517 0.669 6.565 0.52
H 0.188 1.721 6.258 0.30
H 2.938 1.393 4.693 0.39
H 2.727 2.670 5.679 0.45
H 2.350 3.275 3.380 0.32
H 0.762 3.309 4.154 0.45
H 0.557 -0.488 2.239 -0.94
H 2.741 1.024 2.391 0.71
H 2.271 2.084 1.102 0.47
H 1.596 0.501 1.118 -0.20
H -0.518 2.011 1.075 -0.26
H 0.237 3.392 1.444 0.22
H -1.101 2.618 2.487 0.62
H -1.614 0.067 5.125 0.50
H -0.702 -0.777 6.354 0.33
H -0.953 -1.470 4.806 0.34
C -3.013 -1.518 2.016 -1.36
C -3.350 -1.386 0.458 1.88
C -4.848 -1.777 0.143 -1.44
C -5.817 -0.834 0.823 -1.00
C -5.297 0.655 0.763 -1.38
C -4.095 0.975 -0.141 1.50
N -2.958 -0.060 -0.043 0.28
O -1.718 0.225 0.175 3.48
C -3.567 2.369 0.207 -1.32
C -4.610 1.074 -1.552 -1.40
C -2.517 -2.531 -0.136 -3.09
H -3.206 -0.595 2.665 0.26
H -2.008 -1.694 2.232 0.11
H -3.624 -2.322 2.562 0.19
H -5.047 -2.867 0.272 0.38
H -4.890 -1.628 -0.987 0.28
H -6.023 -1.048 1.860 0.44
H -6.815 -0.976 0.431 0.45
H -4.784 0.828 1.779 0.19
H -5.985 1.475 0.657 0.69
H -1.425 0.049 1.088 -0.44
H -4.279 3.210 0.120 0.43
H -2.691 2.572 -0.352 -0.13
H -3.137 2.277 1.242 0.21
H -3.936 1.711 -2.148 0.18
H -5.676 1.308 -1.719 0.22
H -4.455 0.111 -1.948 0.38
H -2.537 -2.586 -1.199 0.69
H -2.669 -3.502 0.304 0.56
H -1.442 -2.268 0.201 0.67
C 3.014 -3.753 -1.953 -1.69
C 3.535 -2.863 -0.792 1.93
C 2.762 -1.568 -0.784 -1.58
C 1.442 -1.619 -0.216 0.99
C 1.537 -2.163 1.226 0.60
C 2.220 -3.533 1.223 0.40
N 3.455 -3.572 0.439 0.71
O 4.483 -4.277 0.877 -0.55
C 1.191 -4.657 0.900 -1.60
C 2.620 -3.867 2.681 -1.75
C 5.004 -2.519 -1.155 -2.21
H 3.350 -4.809 -1.990 0.21
H 3.292 -3.308 -2.921 0.48
H 2.009 -3.755 -2.184 0.34
H 2.985 -0.910 -1.708 0.18
H 3.244 -0.899 -0.044 0.23
H 0.830 -2.330 -0.852 -0.41
H 0.867 -0.775 -0.338 -0.37
H 0.556 -2.345 1.684 0.17
H 2.113 -1.520 1.845 0.24
H 4.886 -4.856 0.213 0.37
H 0.340 -4.677 1.656 0.31
H 1.618 -5.609 0.768 0.45
H 0.830 -4.423 -0.101 0.26
H 1.712 -3.924 3.283 0.38
H 3.107 -3.070 3.272 0.31
H 3.232 -4.725 2.726 0.52
H 5.137 -2.015 -2.013 0.56
H 5.693 -3.361 -1.249 0.47
H 5.528 -2.010 -0.388 0.48
```

Values from the calculation:
Kohn-Sham gap in eV: 5.130
F_max in eV Å⁻¹: 9.986
Multiplicity: 1
HOMO energy in eV: -4.70

Entry 2:
Formula: C38H86AsF6N10O12
Source: the Open Molecules 2025 dataset
Level of theory: wB97M-V/def2-TZVPD

Geometry as XYZ:
```
153
Properties=species:S:1:pos:R:3:mulliken_charge:R:1
As 0.270 -0.118 -0.503 1.76
F 1.419 -1.288 -1.313 -0.54
F 1.393 1.212 -0.938 -0.64
F -0.716 1.125 0.457 -0.23
F -0.831 -1.519 0.002 -0.39
F 1.093 -0.402 1.015 -0.53
F -0.693 0.100 -2.012 -0.55
C 1.349 -3.469 1.824 0.70
O 1.699 -3.316 3.002 -0.78
N 0.452 -4.389 1.435 0.27
C -0.148 -5.333 2.314 -1.14
C -0.126 -4.449 0.121 -0.62
H 1.707 -2.902 0.951 -0.03
H 0.327 -5.237 3.290 0.31
H 0.050 -6.330 1.921 0.33
H -1.196 -5.125 2.532 0.28
H 0.198 -3.618 -0.505 -0.31
H -0.165 -5.444 -0.322 0.39
H -1.178 -4.268 0.340 0.38
C -0.315 6.561 -1.268 0.10
O -0.954 7.052 -0.300 -0.62
N -0.495 5.302 -1.785 0.31
C 0.377 4.878 -2.923 -0.85
C -1.403 4.338 -1.224 -0.33
H 0.509 7.071 -1.791 0.27
H 0.865 3.949 -2.628 0.19
H 1.160 5.598 -3.161 0.42
H -0.192 4.605 -3.812 0.28
H -1.668 4.608 -0.202 -0.21
H -2.299 4.170 -1.821 0.55
H -0.826 3.425 -1.072 -0.17
C -0.137 1.367 -4.980 0.28
O -0.541 2.478 -5.339 -0.71
N 1.133 1.001 -4.931 0.33
C 1.531 -0.211 -4.308 -0.41
C 2.260 1.820 -5.440 -1.12
H -0.762 0.517 -4.665 0.24
H 2.106 0.018 -3.411 0.12
H 2.156 -0.761 -5.012 0.45
H 0.680 -0.861 -4.108 -0.30
H 1.886 2.808 -5.707 0.34
H 2.990 1.987 -4.648 0.38
H 2.788 1.483 -6.333 0.30
C 1.278 -0.389 4.580 0.65
O 2.315 -0.972 5.037 -0.71
N 0.195 -0.040 5.364 0.50
C -0.741 0.961 4.824 -0.93
C 0.231 -0.217 6.826 -1.12
H 1.187 0.062 3.580 -0.08
H -0.843 0.933 3.739 -0.39
H -0.476 2.005 4.989 0.71
H -1.723 1.013 5.295 0.37
H 0.698 -1.151 7.137 0.31
H 0.748 0.554 7.396 0.35
H -0.766 -0.288 7.262 0.32
C -5.350 3.063 -0.653 -0.10
O -5.678 3.116 0.537 -0.57
N -4.507 2.101 -1.169 0.64
C -3.689 1.177 -0.346 -0.20
C -4.274 1.964 -2.628 -0.89
H -5.683 3.864 -1.331 0.32
H -4.035 0.986 0.670 0.34
H -2.717 1.633 -0.160 -0.06
H -3.598 0.146 -0.688 -0.48
H -3.239 2.064 -2.953 0.25
H -4.647 0.978 -2.906 0.16
H -4.703 2.768 -3.226 0.42
C 3.998 -3.317 -1.015 0.68
O 3.734 -4.141 -0.108 -0.82
N 5.226 -3.280 -1.582 0.44
C 6.440 -4.012 -1.086 -1.08
C 5.379 -2.477 -2.807 -0.96
H 3.291 -2.569 -1.407 -0.03
H 7.054 -4.555 -1.804 0.29
H 6.096 -4.667 -0.286 0.30
H 7.082 -3.268 -0.613 0.32
H 4.472 -2.054 -3.240 0.20
H 6.035 -1.607 -2.779 0.31
H 5.920 -3.091 -3.525 0.38
C 4.251 -1.214 2.171 0.85
O 4.379 -1.507 3.400 -0.71
N 5.125 -0.430 1.506 0.37
C 4.874 0.207 0.219 -0.76
C 6.395 0.148 2.082 -1.16
H 3.453 -1.428 1.444 -0.28
H 4.705 1.263 0.428 0.21
H 4.006 -0.258 -0.249 -0.05
H 5.765 0.060 -0.393 0.37
H 7.225 -0.202 1.468 0.36
H 6.466 1.200 1.807 0.34
H 6.699 -0.134 3.090 0.36
C -2.578 5.266 4.406 0.01
O -1.659 4.917 5.150 -0.58
N -2.914 4.608 3.266 0.40
C -4.022 5.085 2.521 -0.96
C -2.244 3.373 2.722 0.38
H -3.298 6.043 4.707 0.30
H -3.731 5.100 1.471 0.17
H -4.326 6.108 2.741 0.41
H -4.966 4.549 2.619 0.33
H -2.965 2.556 2.705 0.36
H -1.967 3.494 1.675 -0.39
H -1.410 3.045 3.344 -0.45
C -5.102 -2.229 -1.544 0.25
O -6.306 -2.149 -1.305 -0.69
N -4.562 -1.854 -2.751 0.30
C -3.100 -1.913 -2.783 -0.60
C -5.323 -1.355 -3.874 -1.15
H -4.340 -2.548 -0.816 0.27
H -2.835 -2.367 -3.738 0.30
H -2.660 -2.508 -1.983 -0.03
H -2.744 -0.883 -2.773 0.22
H -6.336 -1.094 -3.570 0.33
H -4.773 -0.500 -4.267 0.48
H -5.393 -2.094 -4.672 0.28
C 2.659 2.647 2.105 0.50
O 3.100 2.029 3.116 -0.75
N 2.305 3.916 2.040 0.34
C 1.537 4.399 0.926 -0.65
C 2.608 4.799 3.078 -1.15
H 2.310 2.112 1.209 0.08
H 0.663 4.992 1.196 0.34
H 1.160 3.638 0.243 -0.21
H 2.220 5.044 0.372 0.37
H 3.265 5.592 2.722 0.39
H 1.731 5.351 3.414 0.32
H 3.148 4.381 3.928 0.31
C -4.254 -2.463 3.758 -0.65
C -2.916 -2.219 3.201 0.57
C -3.089 -1.101 2.169 1.05
O -4.443 -0.710 2.294 -0.48
C -4.980 -1.155 3.503 -0.67
H -4.184 -2.799 4.792 0.39
H -4.736 -3.263 3.196 0.32
H -2.516 -3.150 2.799 -0.52
H -2.284 -1.902 4.031 0.12
H -2.954 -1.462 1.149 -0.53
H -2.468 -0.232 2.384 -0.29
H -6.065 -1.247 3.455 0.36
H -4.722 -0.394 4.239 0.27
C 0.507 -4.487 -3.415 0.77
C 1.449 -5.537 -3.029 -0.62
C 2.764 -5.261 -3.810 0.08
O 2.331 -4.273 -4.758 -0.46
C 0.951 -4.102 -4.800 -0.57
H 0.622 -3.603 -2.786 -0.79
H -0.546 -4.767 -3.431 0.45
H 1.025 -6.513 -3.263 0.33
H 1.564 -5.568 -1.945 0.27
H 3.223 -6.191 -4.148 0.30
H 3.571 -4.838 -3.212 -0.23
H 0.457 -4.684 -5.578 0.32
H 0.732 -3.060 -5.034 0.11
```

Values from the calculation:
Kohn-Sham gap (spin up / spin down) in eV: 2.916 / 7.401
F_max in eV Å⁻¹: 4.857
Charge: -2
Multiplicity: 2
HOMO energy (spin up / spin down) in eV: 0.86 / -3.66

Entry 3:
Formula: C38H86B2Cl2N2O19Si
Source: the Open Molecules 2025 dataset
Level of theory: wB97M-V/def2-TZVPD

Geometry as XYZ:
```
150
Properties=species:S:1:pos:R:3:mulliken_charge:R:1
C 4.505 1.455 -2.673 -1.27
C 4.895 0.261 -3.563 -0.13
N 3.783 -0.462 -4.198 0.36
C 2.645 -0.936 -3.408 -0.08
C 2.932 -1.233 -1.927 -0.57
C 4.090 -2.217 -1.695 -1.16
O 4.893 -1.747 -0.622 -0.34
Si 6.485 -2.206 -0.412 0.57
C 7.583 -0.729 -0.766 -1.15
C 6.964 -3.702 -1.424 -1.14
C 6.715 -2.644 1.395 -1.01
N 2.162 -2.189 -4.025 -0.14
C 0.834 -2.414 -3.750 -0.66
O 0.278 -3.475 -3.854 -0.61
C 0.203 -1.045 -3.365 0.42
O -0.140 -0.892 -1.958 -0.82
B -1.035 -1.723 -1.297 0.83
O -2.102 -1.137 -0.634 -0.50
O -0.829 -3.073 -1.242 -0.49
B -1.160 -0.771 -4.178 0.95
O -1.814 0.440 -4.080 -0.56
O -1.737 -1.739 -4.938 -0.66
C 1.369 -0.069 -3.625 -0.45
C 1.225 0.706 -4.942 -1.23
Cl 1.278 -0.331 -6.407 -0.19
C 2.118 1.960 -5.064 0.61
C 3.150 1.990 -6.174 -1.58
Cl 1.005 3.381 -5.290 -0.19
H 4.842 2.401 -3.100 0.28
H 3.432 1.521 -2.498 0.47
H 4.963 1.361 -1.686 0.30
H 5.508 0.643 -4.385 0.62
H 5.561 -0.394 -2.989 0.12
H 4.156 -1.242 -4.723 0.44
H 2.034 -1.635 -1.456 0.63
H 3.169 -0.323 -1.376 0.24
H 3.683 -3.198 -1.420 0.31
H 4.679 -2.362 -2.609 0.41
H 7.033 0.166 -0.452 0.28
H 7.846 -0.610 -1.820 0.32
H 8.496 -0.768 -0.166 0.42
H 6.359 -4.568 -1.142 0.31
H 6.874 -3.535 -2.501 0.32
H 8.012 -3.924 -1.199 0.42
H 6.056 -2.073 2.052 0.14
H 7.746 -2.373 1.651 0.38
H 6.588 -3.712 1.580 0.30
H 2.756 -3.008 -3.988 0.41
H -1.863 -0.369 -0.103 0.26
H -1.602 -3.612 -1.444 0.27
H -1.594 0.920 -3.271 0.24
H -2.493 -1.368 -5.416 0.31
H 1.347 0.707 -2.849 0.82
H 0.199 1.063 -4.955 1.15
H 2.562 2.159 -4.094 -0.17
H 3.837 2.825 -6.024 0.39
H 2.648 2.151 -7.131 0.42
H 3.696 1.050 -6.233 0.32
C 2.502 -2.347 6.578 -0.62
O 2.098 -2.251 5.233 -0.19
C 3.098 -1.741 4.370 -0.80
C 2.979 -2.333 2.983 0.13
O 3.385 -3.692 2.880 -0.32
C 2.570 -4.672 3.502 -0.25
C 1.252 -4.933 2.808 -0.54
O 0.347 -3.862 3.003 -0.28
C -0.509 -3.640 1.904 -0.77
H 2.566 -1.362 7.054 0.33
H 1.760 -2.949 7.101 0.00
H 3.472 -2.849 6.666 0.38
H 4.097 -1.959 4.767 0.38
H 2.986 -0.651 4.292 0.41
H 3.667 -1.786 2.335 0.22
H 1.972 -2.196 2.585 -0.07
H 2.411 -4.447 4.557 0.01
H 3.149 -5.597 3.443 0.41
H 0.815 -5.851 3.225 0.40
H 1.432 -5.098 1.739 0.32
H 0.052 -3.556 0.967 0.21
H -1.034 -2.703 2.084 0.33
H -1.249 -4.442 1.798 0.36
C -1.072 -8.717 11.466 -0.77
O -1.043 -7.527 10.713 -0.28
C -0.243 -6.511 11.287 -0.62
C 0.371 -5.624 10.228 -0.28
O 1.432 -6.220 9.503 -0.44
C 1.114 -7.194 8.523 -0.45
C 0.533 -6.627 7.249 -0.22
O -0.806 -6.203 7.428 -0.34
C -1.137 -5.078 6.643 -0.50
H -1.635 -8.592 12.398 0.33
H -1.561 -9.476 10.859 0.23
H -0.059 -9.059 11.710 0.34
H 0.558 -6.950 11.895 0.34
H -0.866 -5.884 11.940 0.38
H 0.831 -4.781 10.748 0.39
H -0.399 -5.229 9.561 0.15
H 0.472 -7.979 8.927 0.17
H 2.074 -7.646 8.262 0.41
H 0.563 -7.410 6.477 0.42
H 1.159 -5.792 6.912 0.04
H -0.406 -4.272 6.774 0.12
H -2.111 -4.717 6.969 0.32
H -1.189 -5.338 5.580 0.26
C -2.210 4.539 -5.627 -0.86
O -2.864 5.703 -5.165 -0.25
C -2.169 6.336 -4.106 -0.41
C -2.404 7.829 -4.102 -0.47
O -1.734 8.534 -5.132 -0.45
C -2.243 8.436 -6.450 -0.30
C -3.504 9.232 -6.696 -0.57
O -4.632 8.623 -6.092 -0.23
C -5.602 9.543 -5.651 -0.77
H -2.281 3.726 -4.894 0.33
H -2.688 4.224 -6.553 0.34
H -1.151 4.744 -5.822 0.29
H -1.093 6.141 -4.186 0.28
H -2.519 5.928 -3.146 0.38
H -1.972 8.216 -3.176 0.42
H -3.473 8.052 -4.093 0.17
H -2.377 7.396 -6.755 0.11
H -1.465 8.873 -7.081 0.39
H -3.666 9.292 -7.781 0.38
H -3.367 10.250 -6.313 0.36
H -5.157 10.318 -5.017 0.35
H -6.333 8.989 -5.065 0.21
H -6.114 10.025 -6.492 0.32
C -5.465 6.113 1.841 -0.79
O -5.689 4.949 1.081 -0.23
C -6.924 4.317 1.362 -0.57
C -7.479 3.615 0.144 -0.30
O -8.011 4.479 -0.843 -0.45
C -7.107 5.209 -1.655 -0.40
C -6.412 4.390 -2.718 -0.50
O -5.418 3.551 -2.155 -0.22
C -5.238 2.346 -2.863 -0.76
H -5.276 5.878 2.895 0.32
H -4.589 6.609 1.428 0.23
H -6.318 6.799 1.781 0.34
H -7.658 5.050 1.719 0.35
H -6.775 3.568 2.152 0.38
H -8.334 3.023 0.482 0.39
H -6.741 2.929 -0.276 0.11
H -6.380 5.759 -1.054 0.19
H -7.732 5.938 -2.176 0.38
H -5.944 5.080 -3.433 0.34
H -7.156 3.792 -3.257 0.36
H -6.198 1.845 -3.037 0.38
H -4.613 1.691 -2.257 0.20
H -4.746 2.514 -3.828 0.26
```

Values from the calculation:
Kohn-Sham gap in eV: 9.250
F_max in eV Å⁻¹: 0.953
Multiplicity: 1
HOMO energy in eV: -9.08

| no. | electronic energy (Eh) |
| --- | --- |
| 1 | -2098.780426 |
| 2 | -5784.943359 |
| 3 | -4298.220560 |